1.
Here is a structure of composition C21H34N3OPSeSiSn at a distorted geometry from the Open Molecules 2025 dataset. Energies are from ωB97M-V/def2-TZVPD.

Last column: Mulliken charge in e.
Element x y z (Å)
C 0.907 -2.556 -0.437  1.095
C 1.412 3.052 -0.545  0.286
H 0.896 -2.302 1.745  0.121
N -2.141 -0.775 3.279  0.275
C 1.697 5.889 -0.594  -0.697
H 0.796 -2.729 7.151  0.378
C -0.184 -1.167 4.306  0.364
H 3.476 -0.159 -4.050  0.447
H -0.540 -2.676 -2.136  0.121
C -1.554 -1.474 4.341  1.051
Sn 0.062 0.103 -0.764  0.334
C 1.329 1.791 -4.172  -1.205
H -1.613 -3.251 7.213  0.366
H 1.914 1.701 -5.099  0.438
C 0.573 5.264 -1.200  -0.640
H -2.805 1.688 -1.851  -0.354
C -2.107 -2.217 5.378  -0.895
H -0.928 -0.713 -0.216  -0.385
H 1.748 -1.364 5.197  0.430
H -3.184 -2.441 5.361  0.294
H -3.078 -1.493 -1.796  0.186
H 0.088 -3.738 1.204  0.424
H 1.810 2.527 -3.525  0.308
H -3.904 0.254 2.891  0.344
C -1.206 -2.664 6.383  -0.588
C 0.165 -2.370 6.334  -0.500
H -4.065 -1.242 3.830  0.361
H -4.120 -0.463 -2.895  0.373
H -3.784 -1.345 2.080  0.276
P 1.185 0.209 -3.286  0.725
C 0.622 -0.950 -4.580  -1.236
C -3.583 -0.792 3.005  -0.990
H -2.747 -1.432 -3.601  0.253
C -3.089 -0.852 -2.708  -0.983
H 3.373 0.391 -2.334  0.305
H 0.618 -1.980 -4.215  0.249
C 2.548 3.728 0.068  -0.723
O 1.613 -1.488 -0.693  -0.635
C 0.886 -3.030 0.948  -1.085
Se -1.686 1.149 1.267  -0.226
C 2.922 -0.253 -3.097  -1.249
N -0.065 -0.356 3.216  0.251
H 0.350 2.207 -4.411  0.310
H 0.897 -3.513 -2.186  0.374
C 0.701 -1.623 5.301  -0.789
C 2.616 5.081 0.024  -0.107
H 3.001 -1.287 -2.734  0.261
Si -2.050 0.685 -2.440  0.988
H -0.410 -0.758 -4.887  0.309
H -0.428 3.381 -1.628  0.258
C -1.228 -0.074 2.589  -0.507
N 1.346 1.733 -0.477  -0.458
H 1.849 -3.569 0.954  0.370
H -0.345 -4.151 -1.110  0.422
C 0.426 3.881 -1.172  0.006
H 0.878 0.066 2.888  0.304
H 3.306 3.101 0.528  0.348
H 1.258 -0.925 -5.478  0.416
H -1.629 1.150 -3.881  -0.261
H 1.756 6.962 -0.618  0.372
H -0.158 5.827 -1.696  0.435
C 0.135 -3.229 -1.474  -0.967
H 3.474 5.580 0.505  0.255

The value obtained for the energy relative to the best compared isomer or geometry (same formula, charge and spin) is 101.7 kcal/mol.

---

2.
Here is a structure of composition C21H34N6O6RbS2 at a distorted geometry from the Open Molecules 2025 dataset. Energies are from ωB97M-V/def2-TZVPD.

Last column: Mulliken charge in e.
Element x y z (Å)
C 4.291 0.406 13.415  -0.784
C 8.493 -0.646 14.669  -0.928
S 7.830 6.323 15.198  1.566
C 9.559 6.537 15.616  0.072
H 4.217 -1.684 14.125  0.264
C 10.140 7.692 15.084  -0.505
H 4.284 1.581 18.801  0.439
H 5.053 1.099 13.031  0.299
H 3.594 0.292 12.517  0.261
H 9.494 8.369 14.471  0.329
O 7.820 5.496 13.985  -0.736
C 3.379 6.535 11.990  -0.478
O 7.103 5.609 16.293  -0.710
H 9.667 -0.804 16.486  0.360
H 7.357 -0.004 13.140  0.249
C 3.048 0.084 16.825  -0.697
C 3.076 5.642 14.566  -0.403
C 4.953 -0.941 13.748  -0.807
H 2.944 5.184 15.540  0.454
H 2.759 -0.978 17.077  0.321
C 2.484 5.528 12.337  -0.370
O 11.148 3.352 17.256  -0.727
C 3.992 6.650 14.326  -0.400
H 6.369 0.564 19.982  0.285
H 6.635 1.736 18.716  0.261
N 5.132 8.096 12.806  -0.541
H 12.107 5.628 17.752  0.422
H 6.459 -1.991 14.583  0.300
H 4.584 7.053 15.127  0.383
H 1.901 5.012 11.567  0.335
H 8.703 -1.637 14.239  0.309
H 5.900 8.150 13.453  0.301
H 4.380 -0.185 19.175  0.373
C 2.573 0.342 15.348  -0.706
H 2.491 0.755 17.484  0.401
O 9.425 3.412 15.522  -0.693
Rb 6.785 3.033 15.099  0.771
S 9.897 3.926 16.825  1.337
H 11.956 8.818 14.819  0.341
C 11.467 8.022 15.394  -0.554
C 11.570 6.146 16.967  -0.663
H 5.420 8.200 11.838  0.218
C 6.131 -0.946 14.627  0.517
H 4.771 1.074 16.511  -0.186
O 7.293 7.693 14.982  -0.832
C 8.591 -0.772 16.182  -0.853
C 4.192 7.114 13.032  0.906
N 7.868 0.222 17.018  0.153
H 2.393 -0.681 14.903  0.191
H 13.122 7.601 16.695  0.320
H 3.510 6.913 10.982  0.300
C 7.181 -0.265 18.199  -0.867
H 5.334 -1.415 12.800  0.401
C 4.773 0.647 18.497  -0.934
H 5.994 -0.680 15.679  -0.372
N 4.504 0.273 17.087  0.181
N 3.546 1.029 14.516  0.073
H 8.199 -1.774 16.504  0.354
N 7.251 -0.045 14.157  -0.062
O 8.769 3.821 17.779  -0.632
H 3.278 1.988 14.294  0.098
N 2.328 5.065 13.583  -0.667
H 9.283 -0.050 14.258  0.548
H 6.614 -1.179 17.931  0.390
C 6.275 0.719 18.892  -0.685
H 7.957 -0.704 18.865  0.606
C 12.122 7.287 16.399  -0.378
H 1.611 0.885 15.321  0.415
C 10.313 5.669 16.511  -0.085
H 8.466 1.003 17.214  0.150

Its net charge is -1. Its total energy is -2421.13641 Eh.

---

3.
Here is a structure of composition C21H35As3Cl5N3O2RhS at a distorted geometry from the Open Molecules 2025 dataset. Energies are from ωB97M-V/def2-TZVPD.

Last column: Mulliken charge in e.
Element x y z (Å)
C -1.497 0.959 2.763  -1.479
Cl 2.014 -0.880 -5.282  -0.178
H -5.089 -4.383 -0.740  0.421
C -4.429 -3.789 -0.108  -1.058
Cl 4.944 0.255 -5.117  -0.162
O -2.128 2.165 -1.212  -0.314
N -1.117 2.240 -1.917  -0.039
H 2.684 3.523 -0.647  0.105
H 3.499 -2.053 -0.726  0.408
H 2.033 -2.668 -1.504  0.409
H -0.516 0.767 3.194  0.354
C 1.662 5.152 -1.567  -0.512
H 2.287 -0.953 3.050  0.379
C -1.974 -3.946 1.880  -2.082
C 0.953 3.811 0.319  0.325
C -3.537 0.869 0.721  -1.453
C -1.169 -2.633 1.755  2.575
H -1.701 -1.876 3.724  0.411
N 1.903 4.159 -0.536  -0.002
Cl 0.195 -0.718 -2.662  -0.075
H -1.668 2.039 2.761  0.400
C -2.063 -1.610 1.053  -1.562
C 2.537 -2.534 -0.547  -1.320
H -2.269 0.476 3.362  0.483
H -4.993 -3.491 0.773  0.319
H 1.307 6.770 -0.198  0.308
C 0.137 -2.927 1.018  -1.456
As 1.448 -1.472 0.682  0.815
H -1.317 -4.702 2.324  0.509
N -0.144 4.546 0.468  -0.014
C 4.381 0.874 -2.558  -0.054
H -4.132 -2.905 -0.668  0.240
H 1.174 4.668 -2.422  0.230
H -0.107 -1.358 3.123  0.014
H -0.348 -3.009 3.717  0.480
H 3.623 -1.119 1.903  0.409
H 0.507 6.973 -1.763  0.374
H -2.207 -1.932 0.013  -0.065
H -1.057 6.377 0.156  0.447
H -3.956 0.464 -0.199  0.444
C 2.666 -1.540 2.215  -1.295
H -3.047 -1.635 1.542  0.587
H -0.859 -5.128 -1.189  0.340
H 0.690 -3.690 1.582  0.561
C -1.844 -4.673 -1.269  -0.991
H 2.711 -3.515 -0.094  0.513
C -0.815 -2.188 3.175  -1.818
H 2.620 5.559 -1.894  0.458
As -1.642 0.337 0.907  1.725
H -0.076 -3.334 0.027  0.092
H -3.610 1.955 0.671  0.436
Cl 5.978 1.500 -2.464  -0.159
H -1.750 -3.626 -1.549  0.161
H -2.782 -3.796 2.605  0.563
C 0.772 6.250 -0.993  -0.736
C 2.610 -0.190 -3.826  -0.135
C -0.497 5.636 -0.419  -0.613
S 1.199 2.483 1.385  -0.237
C 3.542 0.932 -1.446  0.631
H -2.381 -5.190 -2.064  0.418
C 3.912 0.317 -3.749  0.547
Rh 0.633 0.656 -0.214  -0.821
C 1.809 -0.102 -2.698  1.901
H -1.142 5.269 -1.224  0.295
As -2.899 -4.942 0.382  0.346
H -0.846 4.198 1.105  0.216
O 0.072 2.346 -1.534  -0.095
C 2.238 0.471 -1.509  -1.771
H 2.823 -2.574 2.529  0.456
Cl 4.146 1.582 0.042  -0.069
H -4.102 0.504 1.582  0.462

Its net charge is +1. Its total energy is -10652.65114 Eh.